(i)
Density functional theory data (the ωB97M-V functional and the def2-TZVPD basis) for 2 unconnected molecules or ions with the total composition C5H14N3.

Calculated values
Kohn-Sham gap	6.73	eV
E_LUMO	-5.4	eV

The geometry in ORCA input format:
```
! wB97M-V def2-TZVPD RIJCOSX def2/J DEFGRID3
* xyz 1 1
C 1.0668 -1.0512 1.0821
N -0.3675 -1.3006 1.4006
C -0.6050 -2.0866 2.4957
N -1.6116 -2.8968 2.4911
H 1.1159 -0.4914 0.1051
H 1.5118 -0.3863 1.8282
H 1.6352 -2.0083 1.0752
H -0.8648 -1.6635 0.5788
H 0.2006 -2.1187 3.2507
H -1.6334 -3.2759 3.3826
C 1.7374 1.2791 -2.5567
C 0.7310 2.3477 -2.1440
C -1.4049 1.6162 -1.2651
N -0.1492 1.8786 -1.0897
H 2.4267 1.0065 -1.7406
H 1.2654 0.3289 -2.8228
H 2.3589 1.6898 -3.3833
H 1.2695 3.2097 -1.7683
H 0.0294 2.6201 -2.9771
H -2.0140 1.3234 -0.4338
H -1.8416 1.7153 -2.2203
H 0.2864 1.6504 -0.1613
*
```


(ii)
Density functional theory data (the ωB97M-V functional and the def2-TZVPD basis) for 2 unconnected molecules or ions with the total composition C5H14N3.

Calculated values
Kohn-Sham gap	8.37	eV
E_LUMO	-4.8	eV

The geometry in ORCA input format:
```
! wB97M-V def2-TZVPD RIJCOSX def2/J DEFGRID3
* xyz 1 1
C 0.6473 -0.1784 1.0926
C -0.8868 -0.3152 0.8300
C 1.2602 0.6977 -1.0453
C 1.8994 1.9991 0.8319
C -2.6268 -1.4669 -0.4280
N 1.2201 0.9519 0.2050
N 0.6206 -0.1297 -1.7472
N -1.2352 -1.4041 -0.0500
H 0.8823 -0.2251 2.1486
H 1.1122 -1.0309 0.6591
H -1.3558 -0.4142 1.8171
H -1.2492 0.5368 0.2411
H 2.2995 1.9270 -2.1127
H 2.5998 2.5108 0.1425
H 1.2416 2.8002 1.2941
H 2.6063 1.5702 1.7248
H -3.2067 -2.3914 -0.1150
H -2.9856 -0.4363 -0.3308
H -2.6891 -1.7418 -1.5039
H -0.1853 -0.7612 -1.3714
H 0.9730 -0.2458 -2.6544
H -0.9417 -2.2525 0.3721
*
```


(iii)
Density functional theory data (the ωB97M-V functional and the def2-TZVPD basis) for 2 unconnected molecules or ions with the total composition C5H14N3.

Calculated values
Kohn-Sham gap	9.12	eV
E_LUMO	-3.5	eV

The geometry in ORCA input format:
```
! wB97M-V def2-TZVPD RIJCOSX def2/J DEFGRID3
* xyz 1 1
C -2.2886 1.4476 -1.3784
C -0.9445 0.8177 -1.3174
C 0.0246 1.0073 -2.1870
N 1.3250 0.3443 -1.9311
H -2.3263 2.2741 -2.0817
H -3.0496 0.7116 -1.6584
H -2.5754 1.8228 -0.3933
H -0.7360 0.1705 -0.4711
H -0.0081 1.6012 -3.0886
H 1.2293 -0.2698 -1.1097
H 1.6663 -0.2142 -2.7175
H 2.0524 1.0281 -1.7035
C 1.9135 -0.6430 2.0215
N 0.7319 -1.2079 1.3648
C -0.4774 -1.1504 2.0496
N -1.3530 -2.0453 1.8805
H 2.7062 -0.4556 1.3009
H 1.6530 0.2944 2.5095
H 2.3069 -1.3095 2.7882
H 0.9087 -2.1444 1.0202
H -0.5597 -0.2920 2.7192
H -2.1993 -1.7875 2.3831
*
```


Of them, the most stable is (iii) and the least stable is (ii).


(i)
Density functional theory data (the ωB97M-V functional and the def2-TZVPD basis) for 2 unconnected molecules or ions with the total composition C5H14N3.

Calculated values
Kohn-Sham gap	5.92	eV
E_LUMO	-6.7	eV

The geometry in ORCA input format:
```
! wB97M-V def2-TZVPD RIJCOSX def2/J DEFGRID3
* xyz 1 1
N -1.0910 -0.2263 3.1819
C -0.6411 -0.0222 1.8649
N 0.7151 -0.7222 1.2385
N -1.2660 1.1530 1.3772
H -0.7214 0.5340 3.7459
H -2.1070 -0.1110 3.1290
H 0.7819 -1.1723 2.1763
H 0.0692 -1.3062 0.6949
H -0.9882 1.9019 2.0240
H -0.4832 1.1681 0.6769
C -0.0498 -0.0787 -2.0289
C 1.0933 -0.1756 -1.3428
C 1.8413 1.0768 -0.9353
C -0.9127 -1.2673 -2.4399
H -0.4172 0.9196 -2.2647
H 1.5974 -1.1371 -1.3102
H 1.6068 1.3052 0.1089
H 2.9168 0.8975 -0.9887
H 1.5608 1.9050 -1.5842
H -0.4910 -2.1759 -1.9879
H -1.1937 -1.4069 -3.4749
H -1.8205 -1.0594 -1.8611
*
```


(ii)
Density functional theory data (the ωB97M-V functional and the def2-TZVPD basis) for 2 unconnected molecules or ions with the total composition C5H14N3.

Calculated values
Kohn-Sham gap	8.75	eV
E_LUMO	-3.8	eV

The geometry in ORCA input format:
```
! wB97M-V def2-TZVPD RIJCOSX def2/J DEFGRID3
* xyz 1 1
C -3.0518 -0.3166 0.7318
C -1.7203 0.4012 0.7873
C -0.8117 2.5558 0.7479
N -1.8142 1.8294 0.5346
H -2.8610 -1.3747 0.9260
H -3.7345 0.0436 1.4952
H -3.5195 -0.2301 -0.2479
H -0.9990 -0.0827 0.1154
H -1.2834 0.2653 1.7833
H 0.1198 2.1877 1.1879
H -0.8930 3.6301 0.6105
C 1.8579 0.8182 -0.3871
N 2.1989 -0.6172 -0.4942
C 1.4451 -1.5368 -1.0176
N 1.7372 -2.8260 -0.9835
H 2.4453 1.3719 -1.1142
H 2.1696 1.1403 0.6030
H 0.7864 0.9286 -0.5009
H 3.0037 -0.9457 0.0251
H 0.5623 -1.2700 -1.5887
H 2.4120 -3.1286 -0.2921
H 1.0067 -3.4910 -1.1904
*
```


(iii)
Density functional theory data (the ωB97M-V functional and the def2-TZVPD basis) for a molecular structure, C5H14N3.

Calculated values
Kohn-Sham gap	9.97	eV
E_LUMO	-3.5	eV

The geometry in ORCA input format:
```
! wB97M-V def2-TZVPD RIJCOSX def2/J DEFGRID3
* xyz 1 1
C 0.9127 -2.7967 -1.7502
C 0.3822 -0.0717 1.8065
C -2.0288 1.9365 0.2290
C 0.9623 -1.9680 -0.4836
C 0.3524 -0.5567 -0.5849
N 0.1301 0.1828 0.3935
N 0.0276 2.6731 0.3035
N -0.6289 1.7617 -0.2273
H 1.2595 -2.3017 -2.7373
H -0.1903 -2.7785 -2.0761
H 1.3439 -3.7397 -1.6347
H -0.5447 0.3750 2.4151
H 0.5470 -1.1693 1.9723
H 1.1486 0.6075 2.0163
H -2.6686 1.0497 0.0003
H -2.5437 2.8536 -0.3307
H -2.0310 2.1344 1.3129
H 1.9861 -1.6233 -0.3893
H 0.6975 -2.5643 0.4633
H 0.0636 -0.1988 -1.5674
H -0.1497 3.3289 1.0790
H 0.9721 2.8657 -0.2103
*
```


Of them, the most stable is (ii) and the least stable is (i).


(i)
Density functional theory data (the ωB97M-V functional and the def2-TZVPD basis) for a single C3H3BrCl2 molecule.

Calculated values
Kohn-Sham gap (spin up / spin down)	8.03 / 8.03	eV
E_LUMO (spin up / spin down)	-1.0 / -1.2	eV

The geometry in ORCA input format:
```
! wB97M-V def2-TZVPD RIJCOSX def2/J DEFGRID3
* xyz 0 1
C 0.1088 0.6990 -0.1787
C -0.0333 0.4340 1.2953
C 0.0203 -0.4352 -1.2910
Cl 1.2736 -0.4777 1.9458
Cl 1.2330 -1.6369 -1.0140
Br -1.8208 -1.0593 -1.5381
H -0.7698 1.3442 -0.3891
H 1.0121 1.2560 -0.2290
H -1.0238 -0.1241 1.3988
*
```


(ii)
Density functional theory data (the ωB97M-V functional and the def2-TZVPD basis) for a single C3H3BrCl2 molecule.

Calculated values
Kohn-Sham gap	10.75	eV
SMILES	Cl[C@H]1C[C@]1(Cl)Br
E_LUMO	0.5	eV

The geometry in ORCA input format:
```
! wB97M-V def2-TZVPD RIJCOSX def2/J DEFGRID3
* xyz 0 1
Cl 0.3738 -2.3225 1.0081
C -0.2615 -0.7587 0.8230
C -0.1830 -0.1198 -0.5015
C -1.4712 -0.6444 -0.0475
Cl -2.0435 -2.1299 -1.0158
Br -2.8272 0.6264 0.4049
H -0.2817 -0.3026 1.8282
H 0.0933 0.9684 -0.6192
H 0.3819 -0.6949 -1.3964
*
```


Of them, the most stable is (ii) and the least stable is (i).


(i)
Density functional theory data (the ωB97M-V functional and the def2-TZVPD basis) for a single C5H6O molecule.

Calculated values
Kohn-Sham gap	7.88	eV
E_LUMO	-0.7	eV

The geometry in ORCA input format:
```
! wB97M-V def2-TZVPD RIJCOSX def2/J DEFGRID3
* xyz 0 1
C -0.8252 0.5522 -0.4443
C -0.1437 -0.5167 -1.2375
C 0.8231 -1.1461 -0.5242
O 0.6886 1.3483 1.3267
C -0.2263 0.3188 0.9553
C 0.7732 -0.8181 0.8788
H -1.9195 0.4880 -0.4818
H -0.5439 1.5348 -0.8439
H -0.3981 -0.7400 -2.2737
H 1.5345 -1.8515 -0.9440
H -1.0141 0.1896 1.7115
H 1.3565 0.8448 1.8346
*
```


(ii)
Density functional theory data (the ωB97M-V functional and the def2-TZVPD basis) for 2 unconnected molecules or ions with the total composition C5H6O.

Calculated values
Kohn-Sham gap	9.71	eV
SMILES	CC=C=O.C#C
E_LUMO	0.8	eV

The geometry in ORCA input format:
```
! wB97M-V def2-TZVPD RIJCOSX def2/J DEFGRID3
* xyz 0 1
C -1.5735 0.2304 0.0694
C -0.7332 1.4738 -0.0917
C 0.4725 1.5207 -0.6066
O 1.5523 1.6071 -1.0576
H -2.5256 0.3402 -0.4613
H -1.7991 0.0378 1.1247
H -1.0618 -0.6515 -0.3244
H -1.1162 2.4450 0.2081
C 1.9771 -1.2551 0.1719
C 1.3929 -2.2805 0.4059
H 2.4981 -0.3466 -0.0469
H 0.9126 -3.2108 0.6166
*
```


Of them, the most stable is (ii) and the least stable is (i).


(i)
Density functional theory data (the ωB97M-V functional and the def2-TZVPD basis) for 2 unconnected molecules or ions with the total composition C2H3NO2.

Calculated values
Kohn-Sham gap	10.70	eV
SMILES	N=C=O.C=O
E_LUMO	0.8	eV

The geometry in ORCA input format:
```
! wB97M-V def2-TZVPD RIJCOSX def2/J DEFGRID3
* xyz 0 1
N 2.0929 -1.6431 1.1477
C 1.3869 -1.1435 0.2907
O 0.8885 -0.4714 -0.5297
H 2.4854 -2.5352 1.0950
C -1.6836 1.3693 -0.5467
O -0.4928 1.2537 -0.4467
H -2.3707 1.2313 0.3638
H -2.3066 1.9389 -1.3742
*
```


(ii)
Density functional theory data (the ωB97M-V functional and the def2-TZVPD basis) for 2 unconnected molecules or ions with the total composition C2H3NO2.

Calculated values
Kohn-Sham gap (spin up / spin down)	8.85 / 8.85	eV
E_LUMO (spin up / spin down)	0.0 / 0.1	eV

The geometry in ORCA input format:
```
! wB97M-V def2-TZVPD RIJCOSX def2/J DEFGRID3
* xyz 0 1
C 1.6554 1.5061 0.3353
C -0.9763 -1.3427 -0.4372
N -0.4771 1.3352 1.2411
O -0.1375 -0.7191 -1.0200
O 0.5460 1.3580 0.7029
H 2.1742 1.1583 -0.5219
H -1.4537 -0.9680 0.4829
H -1.3310 -2.3277 -0.7831
*
```


Of them, the most stable is (i) and the least stable is (ii).


(i)
Density functional theory data (the ωB97M-V functional and the def2-TZVPD basis) for a single C2H3NO2 molecule.

Calculated values
Kohn-Sham gap	10.14	eV
SMILES	C1[C@H]2OON12
E_LUMO	0.9	eV

The geometry in ORCA input format:
```
! wB97M-V def2-TZVPD RIJCOSX def2/J DEFGRID3
* xyz 0 1
C 0.0466 0.2997 -0.8739
C -0.1030 0.5092 0.5809
O -0.9076 -0.7833 1.1227
O 0.1616 -1.5328 0.5947
N 0.8615 -0.4056 0.1023
H -0.6501 -0.4236 -1.4196
H 0.7393 1.0558 -1.3938
H -0.1483 1.2805 1.2868
*
```


(ii)
Density functional theory data (the ωB97M-V functional and the def2-TZVPD basis) for a single C2H3NO2 molecule.

Calculated values
Kohn-Sham gap	9.62	eV
SMILES	O=C/C=N\O
E_LUMO	-0.3	eV

The geometry in ORCA input format:
```
! wB97M-V def2-TZVPD RIJCOSX def2/J DEFGRID3
* xyz 0 1
O -1.4835 -0.9383 0.0702
C -1.4610 0.2462 -0.0845
C -0.0348 0.9432 -0.0423
N 1.1964 0.6133 0.1224
O 1.5432 -0.7939 -0.0880
H -2.3917 0.9687 0.0409
H -0.0891 2.0794 -0.0849
H 2.6031 -0.6199 0.0902
*
```


(iii)
Density functional theory data (the ωB97M-V functional and the def2-TZVPD basis) for a single C2H3NO2 molecule.

Calculated values
Kohn-Sham gap	10.84	eV
SMILES	Cc1noo1
E_LUMO	0.7	eV

The geometry in ORCA input format:
```
! wB97M-V def2-TZVPD RIJCOSX def2/J DEFGRID3
* xyz 0 1
C 1.0644 -0.0684 0.0263
C -0.2949 0.1069 -0.1841
N -1.3057 0.6184 -0.8178
O -2.3182 0.0420 -0.0818
O -1.4429 -0.5617 0.8782
H 1.4866 0.1773 -1.0036
H 1.5222 0.6568 0.7503
H 1.2885 -0.9713 0.4325
*
```


Of them, the most stable is (ii) and the least stable is (i).


(i)
Density functional theory data (the ωB97M-V functional and the def2-TZVPD basis) for a single C2H3NO2 molecule.

Calculated values
Kohn-Sham gap (spin up / spin down)	8.47 / 8.86	eV
E_LUMO (spin up / spin down)	-0.2 / -0.3	eV

The geometry in ORCA input format:
```
! wB97M-V def2-TZVPD RIJCOSX def2/J DEFGRID3
* xyz 0 1
C -1.0254 -0.6754 -0.5374
C -0.2793 -0.3624 0.7433
N 0.3239 0.8219 0.5055
O -0.5763 -0.3272 -1.5880
O 1.2163 0.6485 -0.4818
H -0.9629 -0.2098 1.5831
H 0.2112 -1.3066 0.8770
H 1.0924 1.4110 -1.1018
*
```


(ii)
Density functional theory data (the ωB97M-V functional and the def2-TZVPD basis) for 2 unconnected molecules or ions with the total composition C2H3NO2.

Calculated values
Kohn-Sham gap	10.72	eV
SMILES	N=C=O.C=O
E_LUMO	0.6	eV

The geometry in ORCA input format:
```
! wB97M-V def2-TZVPD RIJCOSX def2/J DEFGRID3
* xyz 0 1
N -2.1969 0.5561 -0.3179
C -1.6184 -0.3908 0.1030
O -1.1808 -1.4156 0.4471
H -1.9012 1.5179 -0.5275
C 1.7336 -0.0550 0.1553
O 1.2648 -1.1106 0.4521
H 2.6610 0.3783 0.4453
H 1.2378 0.5195 -0.7574
*
```


(iii)
Density functional theory data (the ωB97M-V functional and the def2-TZVPD basis) for 2 unconnected molecules or ions with the total composition C2H3NO2.

Calculated values
Kohn-Sham gap	7.95	eV
E_LUMO	-0.7	eV

The geometry in ORCA input format:
```
! wB97M-V def2-TZVPD RIJCOSX def2/J DEFGRID3
* xyz 0 1
C 1.2473 0.8859 -1.1031
C -0.0951 0.8864 -0.8498
N 2.0426 1.0519 -1.9777
O 0.1973 -1.8751 -0.2827
O -0.8094 1.4452 0.0979
H 0.9675 -1.7305 -0.5909
H 0.1495 -2.6483 0.4048
H -1.7188 1.5487 -0.2679
*
```


Of them, the most stable is (ii) and the least stable is (iii).


(i)
Density functional theory data (the ωB97M-V functional and the def2-TZVPD basis) for a single C2H3NO2 molecule.

Calculated values
Kohn-Sham gap	10.58	eV
SMILES	O=CNC=O
E_LUMO	-0.1	eV

The geometry in ORCA input format:
```
! wB97M-V def2-TZVPD RIJCOSX def2/J DEFGRID3
* xyz 0 1
O -0.6600 -1.5128 -1.5406
C -0.3556 -1.0400 -0.3280
N -0.3359 0.2712 -0.2217
C 0.3206 0.9699 0.7168
O 0.7748 2.1337 0.5690
H 0.3365 -1.7408 0.5056
H -0.6891 0.6333 -1.2154
H 0.6088 0.2856 1.5141
*
```


(ii)
Density functional theory data (the ωB97M-V functional and the def2-TZVPD basis) for a molecular structure, C2H3NO2.

Calculated values
Kohn-Sham gap	9.48	eV
E_LUMO	0.4	eV

The geometry in ORCA input format:
```
! wB97M-V def2-TZVPD RIJCOSX def2/J DEFGRID3
* xyz 0 1
C 1.8994 -0.1674 0.2936
C -0.5666 0.1277 -0.0093
N 0.4141 0.7515 -0.4672
O 1.6997 -0.0902 1.4043
O -1.4856 -0.5235 -0.6564
H -0.4328 0.0512 1.0102
H 0.5924 0.8785 -1.4786
H -2.1206 -1.0278 -0.0965
*
```


Of them, the most stable is (i) and the least stable is (ii).